--- P ---
50
Properties=species:S:1:pos:R:3 method="wB97M-V/def2-TZVPD" lumo_ev=0.4170 e_homo_ha=-0.30678 multiplicity=1 smiles="COC(=O)[C@H](CNCc1cc(O)cc(C#N)c1)Cc1cccc2ccccc12" gap_ev=8.76
C -1.943 -3.711 2.400
O -1.185 -2.551 2.034
C -1.676 -1.866 0.986
O -2.712 -2.143 0.443
C -0.753 -0.734 0.594
C -1.553 0.263 -0.239
N -0.786 1.470 -0.513
C -1.533 2.416 -1.325
C -0.743 3.670 -1.606
C -0.933 4.351 -2.800
C -0.239 5.525 -3.065
O -0.482 6.135 -4.258
C 0.664 6.027 -2.141
C 0.855 5.335 -0.948
C 1.795 5.850 0.014
N 2.548 6.263 0.777
C 0.160 4.164 -0.670
C 0.502 -1.307 -0.129
C 0.267 -2.587 -0.898
C 0.482 -3.788 -0.276
C 0.213 -5.015 -0.918
C -0.267 -5.027 -2.192
C -0.476 -3.813 -2.890
C -0.949 -3.815 -4.226
C -1.129 -2.650 -4.911
C -0.834 -1.419 -4.286
C -0.386 -1.388 -2.997
C -0.201 -2.580 -2.249
H -1.420 -4.151 3.244
H -2.957 -3.431 2.681
H -1.986 -4.409 1.566
H -0.418 -0.233 1.504
H -1.924 -0.227 -1.149
H -2.440 0.557 0.328
H 0.080 1.245 -0.990
H -1.870 1.984 -2.280
H -2.441 2.683 -0.774
H -1.624 3.977 -3.546
H 0.055 6.931 -4.333
H 1.217 6.936 -2.339
H 0.318 3.639 0.260
H 0.942 -0.541 -0.767
H 1.251 -1.520 0.633
H 0.856 -3.793 0.741
H 0.391 -5.943 -0.390
H -0.485 -5.962 -2.694
H -1.162 -4.767 -4.697
H -1.489 -2.665 -5.931
H -0.961 -0.495 -4.835
H -0.162 -0.431 -2.546

--- Q ---
50
Properties=species:S:1:pos:R:3 method="wB97M-V/def2-TZVPD" lumo_ev=0.3659 e_homo_ha=-0.30867 multiplicity=1 smiles="COC(=O)[C@H](CNCc1cc(O)cc(C#N)c1)Cc1cccc2ccccc12" gap_ev=8.77
C 4.617 -4.193 1.418
O 3.638 -3.546 0.597
C 3.243 -2.335 1.025
O 3.695 -1.805 2.010
C 2.157 -1.765 0.142
C 2.234 -0.243 0.139
N 1.283 0.301 -0.820
C 1.174 1.751 -0.731
C -0.021 2.220 -1.523
C -0.976 3.031 -0.932
C -2.107 3.423 -1.640
O -3.008 4.213 -0.991
C -2.295 3.000 -2.945
C -1.332 2.180 -3.534
C -1.530 1.726 -4.885
N -1.695 1.363 -5.963
C -0.199 1.788 -2.835
C 0.781 -2.368 0.584
C -0.070 -1.475 1.464
C 0.341 -1.243 2.752
C -0.354 -0.367 3.608
C -1.464 0.286 3.162
C -1.940 0.072 1.846
C -3.084 0.762 1.370
C -3.546 0.569 0.101
C -2.890 -0.345 -0.750
C -1.791 -1.030 -0.317
C -1.260 -0.834 0.989
H 4.820 -5.148 0.943
H 5.526 -3.596 1.472
H 4.234 -4.344 2.426
H 2.356 -2.119 -0.870
H 2.065 0.133 1.156
H 3.242 0.066 -0.150
H 0.366 -0.065 -0.596
H 1.065 2.097 0.307
H 2.093 2.200 -1.122
H -0.867 3.354 0.096
H -3.734 4.434 -1.583
H -3.176 3.294 -3.502
H 0.530 1.133 -3.290
H 0.232 -2.660 -0.307
H 0.967 -3.303 1.117
H 1.244 -1.725 3.110
H 0.007 -0.205 4.616
H -1.997 0.974 3.807
H -3.585 1.456 2.034
H -4.414 1.111 -0.252
H -3.259 -0.505 -1.755
H -1.313 -1.717 -1.001

Which of them is the most stable? Correct choice: Q.

--- P ---
9
Properties=species:S:1:pos:R:3 method="wB97M-V/def2-TZVPD" lumo_ev="0.2845 / -3.5933" e_homo_ha="-0.29937 / -0.38637" multiplicity=3 gap_ev="8.43 / 6.92" s_squared=2.047
C 1.434 1.447 -0.024
C 1.974 2.587 0.023
C -1.273 -1.046 0.002
C -0.605 0.108 0.001
C 0.826 0.249 -0.012
Br 1.898 -1.331 0.003
H -2.349 -1.066 0.006
H -0.771 -2.000 -0.002
H -1.133 1.053 0.002

--- Q ---
9
Properties=species:S:1:pos:R:3 method="wB97M-V/def2-TZVPD" lumo_ev="0.7006 / -3.1323" e_homo_ha="-0.29697 / -0.38256" multiplicity=3 gap_ev="8.78 / 7.28" s_squared=2.071
C 0.854 2.015 -0.012
C 0.794 3.163 -0.443
C -0.780 -1.469 0.258
C -0.570 -0.146 0.163
C 0.687 0.441 -0.119
Br 2.093 -0.510 -0.875
H -1.728 -1.874 0.582
H 0.009 -2.178 0.056
H -1.358 0.558 0.390

Which of them is the most stable? Correct choice: P.

--- P ---
5
Properties=species:S:1:pos:R:3 method="wB97M-V/def2-TZVPD" lumo_ev="-1.3361 / -2.7790" e_homo_ha="-0.35608 / -0.33390" multiplicity=1 gap_ev="8.35 / 6.31"
C -0.084 0.079 -0.198
F -0.004 -0.406 0.974
Cl 0.747 -0.606 -1.469
Br 0.015 1.927 -0.238
I -3.234 -0.094 0.004

--- Q ---
5
Properties=species:S:1:pos:R:3 method="wB97M-V/def2-TZVPD" lumo_ev="-2.7123 / -2.7777" e_homo_ha="-0.34784 / -0.34404" multiplicity=1 gap_ev="6.75 / 6.58"
C -0.193 -0.202 -0.230
F 0.304 0.321 -1.325
Cl 1.552 1.480 1.240
Br 0.512 -1.843 0.200
I -2.175 0.243 0.116

Which of them is the most stable? Correct choice: P.

--- P ---
14
Properties=species:S:1:pos:R:3 method="wB97M-V/def2-TZVPD" lumo_ev=0.8162 e_homo_ha=-0.32550 multiplicity=1 gap_ev=9.67
B -0.348 0.852 -1.922
C -0.848 -0.576 -0.908
C -0.549 0.531 1.218
C 1.142 -1.149 0.512
C -0.063 -0.402 0.172
N -1.332 -0.255 -2.011
H -0.741 1.830 -1.542
H 0.739 0.710 -2.058
H -1.600 0.873 1.036
H 0.052 1.352 1.543
H -0.721 -0.055 2.128
H 1.620 -1.600 -0.330
H 1.736 -0.278 0.876
H 0.913 -1.834 1.287

--- Q ---
14
Properties=species:S:1:pos:R:3 method="wB97M-V/def2-TZVPD" lumo_ev=0.7268 e_homo_ha=-0.35049 multiplicity=1 smiles="CB1C=CCN1" gap_ev=10.26
C -0.075 -0.669 2.067
B 0.008 -0.139 0.616
C -1.000 0.795 -0.130
C -0.726 0.813 -1.388
C 0.558 0.028 -1.634
N 0.949 -0.451 -0.376
H 0.469 -1.596 2.065
H -1.095 -0.716 2.314
H 0.398 -0.104 2.850
H -1.810 1.493 0.274
H -1.101 1.360 -2.206
H 0.434 -0.848 -2.161
H 1.111 0.748 -2.231
H 1.882 -0.714 -0.060

Which of them is the most stable? Correct choice: Q.

--- P ---
14
Properties=species:S:1:pos:R:3 method="wB97M-V/def2-TZVPD" lumo_ev=0.1423 e_homo_ha=-0.40106 multiplicity=1 smiles=CB[C@@H](C)C#N gap_ev=11.06
C 1.462 -1.588 -0.063
B 0.374 -0.564 -0.632
C -0.475 0.331 0.382
C -0.618 1.808 0.003
C -1.737 -0.316 0.420
N -2.827 -0.737 0.273
H 1.212 -1.707 1.103
H 2.563 -1.343 -0.215
H 1.561 -2.626 -0.549
H 0.356 -0.281 -1.758
H -0.062 0.343 1.371
H -1.623 2.246 0.200
H 0.107 2.305 0.586
H -0.293 2.130 -1.120

--- Q ---
14
Properties=species:S:1:pos:R:3 method="wB97M-V/def2-TZVPD" lumo_ev=0.2592 e_homo_ha=-0.34967 multiplicity=1 gap_ev=9.77
B 1.978 -1.189 -0.987
C 0.458 -0.531 -0.876
C -0.629 0.807 1.677
C -0.873 0.051 -0.670
C -1.398 0.669 0.406
N 0.871 -0.914 -2.023
H 2.117 -2.310 -0.659
H 0.324 0.285 1.596
H -1.199 0.389 2.508
H -0.441 1.857 1.905
H 2.882 -0.429 -0.995
H 0.417 -0.878 -2.932
H -1.512 -0.032 -1.548
H -2.401 1.060 0.383

Which of them is the most stable? Correct choice: P.

--- P ---
9
Properties=species:S:1:pos:R:3 method="wB97M-V/def2-TZVPD" lumo_ev="-5.6269 / -5.1097" e_homo_ha="-0.52593 / -0.50791" multiplicity=1 total_charge=+1 gap_ev="8.68 / 8.71"
C 0.307 0.201 -0.116
N -0.823 -0.480 0.473
O 0.217 0.085 -1.456
I 2.133 -0.507 0.866
H 0.273 2.277 0.311
H -0.978 0.011 1.277
H -0.563 -1.545 0.703
H -1.582 -0.397 -0.190
H 1.017 0.355 -1.867

--- Q ---
9
Properties=species:S:1:pos:R:3 method="wB97M-V/def2-TZVPD" lumo_ev=-4.5645 e_homo_ha=-0.52683 multiplicity=1 smiles=[NH3+][C@H](O)I total_charge=+1 gap_ev=9.77
N 0.634 0.759 -0.163
C -0.278 -0.393 0.402
O 0.016 -1.512 -0.294
I -2.467 0.055 0.228
H 0.120 1.633 -0.444
H 1.331 0.163 -0.809
H 1.151 1.295 0.514
H -0.100 -0.424 1.709
H -0.408 -1.576 -1.143

Which of them is the most stable? Correct choice: Q.

--- P ---
12
Properties=species:S:1:pos:R:3 method="wB97M-V/def2-TZVPD" lumo_ev="-9.2502 / -8.5457" e_homo_ha="-0.52443 / -0.53885" multiplicity=1 total_charge=+1 gap_ev="5.02 / 6.12"
C 1.411 -2.148 0.296
C 0.066 -2.395 0.303
C -0.810 1.730 -0.298
N -0.349 -1.127 0.123
N 1.849 -0.931 0.146
N 0.687 -0.358 -0.052
N 0.505 1.406 -0.115
H -0.627 -3.237 0.240
H -1.047 2.606 0.297
H -1.311 1.794 -1.425
H -1.344 0.768 -0.129
H 0.970 1.892 0.614

--- Q ---
12
Properties=species:S:1:pos:R:3 method="wB97M-V/def2-TZVPD" lumo_ev="-6.5141 / -6.7988" e_homo_ha="-0.52505 / -0.52769" multiplicity=1 total_charge=+1 gap_ev="7.77 / 7.56"
C 1.424 0.048 -0.834
C -0.447 -0.032 0.495
C -1.772 0.046 0.650
N 1.546 1.216 -0.323
N 0.172 -1.950 -0.741
N 0.869 1.550 0.618
N 0.375 -0.736 -0.394
H 2.247 -0.231 -1.618
H -2.340 -0.532 -0.157
H -2.327 0.693 1.390
H -0.584 -2.443 -0.173
H 0.837 2.370 1.087

--- R ---
12
Properties=species:S:1:pos:R:3 method="wB97M-V/def2-TZVPD" lumo_ev=-5.1127 e_homo_ha=-0.57865 multiplicity=1 smiles="[H]/N=C(/C#N)C(N)=[NH2+]" total_charge=+1 gap_ev=10.63
H -1.885 0.957 -1.680
N -1.130 1.549 -1.150
C -0.283 1.098 -0.421
C 0.732 1.836 0.246
N 1.583 2.301 0.848
C 0.072 -0.541 0.059
N 1.259 -0.717 0.543
N -0.946 -1.377 0.092
H 1.846 0.117 0.621
H 1.434 -1.589 0.942
H -1.807 -1.245 -0.501
H -0.877 -2.388 0.401

Which of them is the most stable? Correct choice: R.

--- P ---
15
Properties=species:S:1:pos:R:3 method="wB97M-V/def2-TZVPD" lumo_ev=-6.3387 e_homo_ha=-0.48689 multiplicity=1 total_charge=+1 gap_ev=6.91
C -0.240 1.516 2.132
N 0.556 1.932 1.218
H -0.683 2.369 2.731
H -0.337 0.492 2.282
H 1.139 1.297 0.707
H 0.210 2.779 0.698
C -0.798 -0.501 -1.656
C -0.305 -1.596 -0.611
C 0.965 -1.907 -0.563
H -0.782 -0.797 -2.721
H -0.013 0.261 -1.552
H -1.884 -0.046 -1.482
H -1.057 -2.097 -0.023
H 1.638 -2.367 0.177
H 1.591 -1.335 -1.337

--- Q ---
15
Properties=species:S:1:pos:R:3 method="wB97M-V/def2-TZVPD" lumo_ev=-3.1553 e_homo_ha=-0.59348 multiplicity=1 smiles="C=C[NH+](C)C" total_charge=+1 gap_ev=12.99
C 2.259 0.050 0.539
C 1.028 -0.108 0.691
N -0.205 -0.044 -0.511
C -1.091 -1.229 -0.264
C -0.913 1.236 -0.402
H 2.758 0.102 1.509
H 2.894 -0.021 -0.328
H 0.429 0.120 1.605
H 0.240 -0.014 -1.395
H -1.204 -1.551 0.804
H -2.066 -1.197 -0.596
H -0.652 -2.153 -0.710
H -0.615 1.701 0.529
H -0.862 1.841 -1.254
H -2.002 1.267 -0.216

Which of them is the most stable? Correct choice: Q.